Density functional theory data (ωB97M-V/def2-TZVPD) for 5 unconnected molecules or ions with the total composition C20H45ClFN4O8P.

**Gap between HOMO and LUMO**: 7.4 eV
**SMILES**: O=C1OC(=O)C(P(O)Cl)=C1F.COC[C@@H](C)N.COC[C@@H](C)N.COC[C@@H](C)N.COC[C@@H](C)N

Last column: Mulliken charge in e.
Element x y z (Å)
O -2.35831 4.02253 -3.03021  -0.4578
C -1.29750 4.51222 -3.24975  0.3582
O -0.18448 3.90193 -3.70486  -0.2444
C 0.89367 4.73815 -3.35891  0.3154
O 2.02792 4.37005 -3.31537  -0.4763
C 0.35052 6.07013 -3.03882  0.0381
P 1.35095 7.61204 -2.73963  0.1801
O 0.73207 8.64985 -3.84941  -0.4805
Cl 0.46063 8.20634 -0.97141  -0.2156
C -0.96544 5.96480 -2.98745  0.9175
F -1.82697 6.85806 -2.75246  -0.2695
H 1.03280 8.34682 -4.71124  0.3420
C 4.18120 2.52845 2.19984  -0.6885
O 3.63357 3.37956 1.20807  -0.4100
C 4.41124 3.51347 0.03422  -0.7225
C 4.26990 2.35969 -0.96918  0.5072
C 5.00787 1.09186 -0.55406  -1.4873
N 2.86707 2.02836 -1.22880  -0.6681
H 5.27320 2.59024 2.22689  0.2856
H 3.87258 1.49225 2.04662  0.2564
H 3.79069 2.85102 3.16477  0.3039
H 4.04733 4.42375 -0.44990  0.3498
H 5.46417 3.69146 0.29195  0.4072
H 4.71289 2.70056 -1.90955  0.4299
H 4.47265 0.53498 0.21491  0.1059
H 5.12105 0.42369 -1.40814  0.4927
H 6.00715 1.32118 -0.17583  0.3714
H 2.40691 2.84916 -1.60968  0.1041
H 2.41651 1.88890 -0.32794  0.3447
C -4.60297 -1.29976 -0.93784  -0.3744
O -4.20237 0.04450 -1.15359  -0.4198
C -2.96858 0.20734 -1.82483  -0.5482
C -3.04337 0.05089 -3.35175  0.4787
C -3.17059 -1.39565 -3.81974  -1.4997
N -4.14303 0.83420 -3.92343  -0.7405
H -3.74642 -1.95340 -0.74645  0.2449
H -5.17629 -1.67287 -1.78877  0.1752
H -5.25803 -1.32221 -0.07062  0.1019
H -2.65516 1.23242 -1.61004  0.1860
H -2.20547 -0.45252 -1.39001  0.4177
H -2.10537 0.43917 -3.75975  0.3525
H -4.18119 -1.78221 -3.69506  0.2979
H -2.93020 -1.47019 -4.88035  0.3664
H -2.48575 -2.04914 -3.27518  0.3443
H -3.99378 1.81520 -3.70183  0.2824
H -4.98409 0.59287 -3.40629  0.3225
C 7.86086 -4.49370 2.43712  -0.6365
O 8.09267 -3.26036 3.09206  -0.3930
C 8.05110 -2.11843 2.25918  -0.8919
C 6.64083 -1.60377 1.93534  0.8239
C 5.89589 -2.44607 0.90502  -1.5048
N 5.81125 -1.48314 3.13894  -0.6781
H 8.27115 -4.49719 1.42341  0.2969
H 6.79462 -4.72866 2.40660  0.2251
H 8.35579 -5.27342 3.01555  0.2616
H 8.57189 -1.33711 2.81895  0.3878
H 8.63195 -2.29182 1.34347  0.4046
H 6.75918 -0.60284 1.50866  0.0815
H 5.49513 -3.36722 1.32638  0.3550
H 5.04979 -1.88813 0.50451  0.3311
H 6.54495 -2.71136 0.06783  0.3542
H 6.25194 -0.83050 3.78108  0.2875
H 5.85140 -2.37264 3.62900  0.2939
C -8.85743 -4.95515 3.22282  -0.6496
O -9.17797 -3.67604 2.70840  -0.3810
C -8.26641 -2.64698 3.03961  -0.8600
C -6.99844 -2.60215 2.17448  0.4561
C -5.97941 -3.68588 2.51302  -1.4344
N -7.30745 -2.67466 0.74257  -0.5952
H -8.38700 -4.88912 4.20789  0.3005
H -8.20749 -5.50353 2.53725  0.2207
H -9.78701 -5.51574 3.31804  0.2603
H -8.81488 -1.71564 2.87729  0.3567
H -8.01830 -2.68552 4.10859  0.4520
H -6.51879 -1.63719 2.36579  0.3917
H -6.26031 -4.65731 2.10806  0.3063
H -5.00723 -3.43400 2.08895  0.3074
H -5.85569 -3.78899 3.59291  0.3574
H -7.89635 -1.88471 0.49262  0.2594
H -7.90939 -3.48115 0.59948  0.2752